DFT (ωB97M-V/def2-TZVPD) results for a 2-piece molecular cluster, C20H35OSi overall at a distorted geometry.

Energy relative to the best compared isomer or geometry (same formula, charge and spin): 0.0000 eV
Frontier orbital gap: 5.2 eV
HOMO energy: -11.2 eV
Charge: +1

XYZ file:
```
57
Properties=species:S:1:pos:R:3:forces:R:3:mulliken_charge:R:1
C 1.955072 -2.239278 -0.316179 0.139 -0.173 0.055 -1.537
C 2.677959 -1.126480 0.447191 -0.027 0.391 -0.043 0.989
C 2.369807 -1.196339 1.941772 0.096 -0.266 0.059 -1.609
Si 2.406779 0.597312 -0.315406 0.481 0.019 -0.003 -0.475
C 2.209103 1.966329 0.996027 -0.116 -0.517 -0.041 0.957
C 0.986987 2.859164 0.779048 0.012 0.170 0.196 -1.461
C 3.456155 2.836170 1.171476 0.010 0.106 0.199 -1.859
C 3.882589 1.020262 -1.433978 -0.414 0.134 0.162 0.943
C 3.499753 1.234051 -2.895517 0.205 0.142 -0.209 -1.494
C 5.057575 0.048549 -1.314480 0.184 0.049 -0.100 -1.714
O 0.997243 0.561681 -1.261607 -0.413 -0.133 0.355 -0.526
C -0.251405 0.237552 -0.843104 -0.094 0.363 -0.978 0.370
C -1.300486 0.335338 -1.685062 0.763 -0.096 0.785 -1.025
H 2.244609 -3.210374 0.106312 -0.103 0.085 -0.104 0.460
H 0.866359 -2.148908 -0.219469 0.146 -0.039 -0.115 0.250
H 2.216799 -2.254063 -1.380721 -0.147 0.051 0.143 0.337
H 3.757614 -1.287966 0.327076 -0.215 -0.069 0.076 0.327
H 2.612054 -2.200102 2.314219 -0.094 0.147 0.061 0.472
H 2.966824 -0.478837 2.514005 -0.161 -0.107 -0.012 0.382
H 1.306403 -1.013746 2.142767 0.117 0.023 0.061 0.259
H 2.058013 1.394227 1.921596 -0.028 0.263 0.048 0.336
H 0.911402 3.569489 1.613880 -0.059 -0.048 -0.177 0.474
H 1.084579 3.443972 -0.143786 -0.117 -0.135 0.100 0.319
H 0.052972 2.290638 0.743505 0.067 0.121 -0.088 0.211
H 3.339209 3.467244 2.062149 0.076 -0.074 -0.138 0.465
H 4.372378 2.248775 1.299298 -0.092 0.103 -0.050 0.365
H 3.587460 3.508492 0.313906 0.038 -0.144 0.162 0.395
H 4.213097 1.987230 -1.031835 0.051 -0.139 -0.189 0.309
H 4.383054 1.579411 -3.449518 -0.183 -0.074 -0.014 0.450
H 3.159184 0.302071 -3.359652 -0.052 0.158 0.027 0.293
H 2.722485 1.996803 -3.004798 0.022 -0.189 -0.055 0.292
H 5.922637 0.446788 -1.862240 -0.152 -0.116 0.072 0.451
H 5.373672 -0.099853 -0.276290 0.003 -0.014 -0.153 0.384
H 4.812166 -0.929047 -1.749399 0.060 0.124 0.123 0.340
H -0.359501 -0.086015 0.201464 0.020 -0.012 -0.347 0.537
H -2.269070 0.011200 -1.331427 0.081 0.013 -0.103 0.076
H -1.183639 0.706595 -2.700491 -0.037 -0.161 0.216 0.320
C -4.881908 0.012345 -1.645669 0.313 0.249 -0.553 -1.501
C -4.301213 0.087655 -0.276863 -1.472 -0.364 0.628 1.121
C -4.159991 1.432841 0.332849 0.762 0.357 -0.269 -1.442
C -4.193796 -1.091136 0.502599 0.377 -0.721 0.517 0.969
C -3.709383 -1.064427 1.854185 0.021 0.035 -0.182 -0.170
C -3.632853 -2.221819 2.617206 0.037 0.285 0.148 -0.919
C -4.048403 -3.452630 2.093351 -0.054 0.484 -0.369 -0.268
C -4.528630 -3.516355 0.776320 -0.075 0.150 -0.164 -0.871
C -4.597888 -2.372369 -0.006156 0.152 0.128 -0.039 -0.169
H -4.412157 -0.773659 -2.253098 -0.141 0.212 0.184 0.409
H -5.956534 -0.226047 -1.588354 0.244 0.031 0.174 0.446
H -4.790315 0.967158 -2.177270 0.021 -0.279 0.192 0.400
H -3.370105 1.478348 1.088859 -0.205 0.012 -0.147 0.295
H -3.951098 2.189322 -0.433684 -0.059 -0.224 0.200 0.427
H -5.100024 1.725645 0.825894 0.027 -0.273 -0.146 0.389
H -3.386947 -0.113550 2.288839 -0.098 -0.480 -0.118 0.275
H -3.249060 -2.168830 3.640133 -0.167 0.000 -0.409 0.408
H -4.004755 -4.353337 2.704903 0.029 0.225 -0.168 0.427
H -4.848670 -4.473627 0.366092 0.069 0.287 0.079 0.395
H -4.974136 -2.443859 -1.030863 0.153 -0.069 0.455 0.316
```
Forces are in eV/Å.

DFT (ωB97M-V/def2-TZVPD) results for C20H36B2F12O14SZr as an isolated structure at a distorted geometry.

Frontier orbital gap: 7.8 eV
HOMO energy: -8.4 eV

XYZ file:
```
86
Properties=species:S:1:pos:R:3:forces:R:3:mulliken_charge:R:1
Zr 1.474562 -1.757824 1.974184 0.976 -2.616 5.849 0.790
B -0.115538 -0.790270 0.867224 -2.267 1.108 -1.433 0.852
H -0.499846 -1.734193 1.221592 -1.476 -3.706 1.395 0.436
H 0.184001 -0.213841 1.728765 0.675 2.592 3.410 0.595
H 0.805165 -0.979435 0.337369 2.929 -0.463 -2.680 -0.384
H -0.855387 -0.314923 0.241982 -2.337 1.757 -2.060 -0.692
B 3.551537 -2.377317 1.560313 2.103 -0.712 -0.144 1.242
H 4.568216 -2.587164 1.266105 3.387 -0.604 -0.784 -0.171
H 3.053990 -1.902361 0.728979 -1.859 1.912 -3.597 -0.615
H 2.992098 -3.278577 1.757801 -2.089 -3.444 0.996 0.049
H 3.427166 -1.705954 2.395807 0.274 2.425 3.291 0.378
O 1.838380 -0.942567 4.018276 -0.814 -2.025 -1.643 -0.788
C 1.244318 -1.754698 5.041077 -1.209 -0.379 -0.364 -0.709
C 0.791514 -3.251479 4.621575 -0.241 1.746 -0.420 -0.542
O 0.628516 -3.382571 3.197981 1.306 2.176 -0.546 -0.925
H 0.369442 -1.217682 5.407583 -0.765 0.028 -0.478 0.264
H 1.735097 -1.812880 6.012595 1.366 -0.070 -0.282 0.411
H -0.171472 -3.413377 5.105878 -0.384 0.098 -0.076 0.342
H 1.403953 -4.012363 5.105384 0.722 -0.094 -0.633 0.311
C -2.385033 1.703640 3.916593 0.541 0.610 -1.296 -1.196
C -3.005701 2.220206 2.541493 2.774 -0.245 1.661 0.246
O -4.340170 2.528879 2.744861 -2.603 -0.222 0.654 -0.253
C -5.090707 2.859317 1.719061 2.232 -0.221 -3.981 0.357
O -4.646089 2.962183 0.559623 -1.122 -0.266 2.867 -0.543
C -6.595222 3.086905 1.939103 1.960 0.748 -0.654 0.864
F -6.803049 3.522217 3.160015 -0.884 -0.445 0.977 -0.231
F -6.916519 4.087976 1.113789 -0.784 -0.407 -0.162 -0.236
F -7.247977 1.966524 1.630871 -0.417 0.474 0.417 -0.229
H -2.910812 0.922086 4.465075 -0.418 0.220 -0.343 0.350
H -2.104352 2.517004 4.585755 -0.616 0.167 0.054 0.377
H -1.406103 1.286638 3.680143 0.041 -0.250 -0.255 0.222
H -2.745658 1.521730 1.746130 -0.897 -0.283 -0.076 -0.028
H -2.518111 3.149064 2.245528 0.276 0.062 0.105 0.274
C -2.968711 1.040300 -1.714935 0.214 1.095 -0.338 -0.641
C -2.185839 1.407915 -3.000926 -0.542 -1.316 1.081 -0.191
O -2.075810 2.825021 -3.188280 -1.030 1.743 -1.104 -0.261
C -3.030925 3.499059 -3.927266 -1.735 -4.210 -0.019 0.293
O -3.987390 2.927105 -4.467104 2.773 1.896 1.263 -0.543
C -2.925282 5.025409 -3.944363 -0.291 -0.277 0.710 0.868
F -2.853148 5.430421 -5.212782 0.501 0.318 0.528 -0.233
F -4.099014 5.468062 -3.435953 1.037 0.238 -0.079 -0.245
F -1.883880 5.481805 -3.188360 -1.178 -0.126 -1.122 -0.215
H -4.003918 1.365137 -1.819456 -0.056 -0.176 0.029 0.396
H -2.562407 1.586000 -0.863330 0.057 -0.037 0.063 0.040
H -2.923550 -0.024218 -1.485025 0.048 0.007 -0.261 0.131
H -2.672492 0.853613 -3.803431 0.172 0.632 -0.484 0.458
H -1.161924 1.051140 -2.889496 0.067 0.189 -0.215 0.119
C -1.922638 -3.655478 -1.076025 0.850 0.519 -0.783 -0.828
C -0.609708 -3.709575 -1.887050 -1.397 0.595 0.467 0.297
O 0.225304 -4.744537 -1.363413 2.444 -0.364 0.669 -0.341
C 1.181226 -4.414557 -0.443757 -3.448 0.198 -0.575 0.356
O 1.237037 -3.317785 0.068756 0.211 -1.161 -0.446 -0.078
C 1.970913 -5.645378 0.062683 1.841 -0.274 0.224 0.538
F 2.029026 -5.705380 1.360037 -1.676 -0.039 1.705 -0.214
F 1.549343 -6.851339 -0.385092 0.541 1.466 -0.255 -0.244
F 3.282948 -5.386753 -0.190296 -0.269 -0.505 -1.878 -0.255
H -1.668427 -3.716790 -0.017856 -0.495 0.060 0.013 0.234
H -2.653099 -4.387144 -1.421267 0.270 -0.290 0.367 0.402
H -2.340916 -2.686682 -1.349091 -0.211 0.162 0.485 0.035
H -0.095920 -2.748463 -1.867418 0.026 -0.213 0.211 -0.365
H -0.898720 -3.916714 -2.917427 0.696 -0.430 -0.016 0.447
C 0.783108 3.245885 -1.099269 0.472 -0.144 -0.465 -1.371
C 1.225612 2.131907 -0.184304 -1.076 0.098 1.228 0.888
O 2.579269 2.343773 0.333239 1.803 -1.239 1.283 -0.391
C 3.109306 1.384538 1.154563 -4.597 -2.492 -2.256 0.162
O 2.528202 0.278461 1.313291 2.161 4.032 0.131 -0.186
C 4.452227 1.676166 1.764673 2.584 0.284 1.092 0.614
F 4.837927 2.937737 1.599854 -0.574 0.371 -0.057 -0.256
F 4.463752 1.409328 3.079888 -0.537 0.021 -0.730 -0.205
F 5.450377 0.943483 1.210495 -1.082 -0.198 -0.106 -0.254
H 1.018390 4.220553 -0.671766 0.331 -0.024 -0.230 0.430
H -0.299347 3.256101 -1.226890 -0.067 -0.390 0.196 0.236
H 1.188344 3.086592 -2.098524 0.210 0.492 -0.023 0.302
H 1.085061 1.125430 -0.578455 0.397 0.148 -0.086 -0.354
H 0.594546 2.235256 0.698405 -0.029 -0.451 0.201 0.199
C 4.485998 -0.052897 -3.467963 -0.127 -0.343 -0.012 -0.150
C 3.422411 0.434708 -4.404554 -0.331 1.856 -1.094 -0.365
O 2.165965 -0.155070 -4.047847 -0.703 -1.243 1.203 -0.439
S 2.357283 -1.418677 -2.952303 2.006 1.848 -1.552 0.974
O 1.795870 -2.646986 -3.482691 1.065 2.133 1.070 -0.599
O 2.102137 -0.945173 -1.606824 -0.106 -0.758 -1.913 -0.663
O 3.977221 -1.326239 -3.238740 -1.393 -3.858 1.708 -0.385
H 4.635977 0.457355 -2.516518 -0.046 0.354 -0.175 0.150
H 5.418166 -0.297219 -3.977363 0.113 0.718 0.099 0.255
H 3.694536 0.207023 -5.435191 -0.261 -0.640 0.007 0.288
H 3.265380 1.512885 -4.435797 -0.011 0.055 0.469 0.342
```
Forces are in eV/Å.

Number 1: LUMO energy -0.219 Ha. Number 2: LUMO energy -0.024 Ha.